ORCA calculation (ωB97M-V/def2-TZVPD) on C41H35F3IN3O2PdSbSe as an isolated structure at a distorted geometry.

```
! RIJCOSX wB97M-V def2-TZVPD def2/J DEFGRID3
* xyz -1 1
I 2.5894 0.6971 -1.0105
Sb 0.0009 -1.2184 1.4926
Pd 0.0716 -0.5807 -1.0943
Se -2.7139 -1.3780 -1.1545
F 4.6021 -0.7518 5.7869
F -4.1149 -3.9505 5.4431
F 1.5531 -7.1804 0.0639
O 0.0012 2.3708 1.7631
O -0.8818 1.7636 -0.1931
N 0.1561 4.9428 1.1766
N -3.5541 1.3442 -0.7575
N -2.2290 1.0246 -2.4935
C 1.6144 -1.0860 2.9508
C -2.5816 4.7048 -2.9218
C 2.7256 -1.9297 2.9249
C -2.2481 -2.5497 5.1580
C 1.5563 -0.1110 3.9504
C 2.4006 -1.9707 -4.5561
C 0.5611 -1.0787 -3.1097
C 0.1097 -2.5099 -5.0626
C -3.2330 -3.3403 4.6123
C -3.3522 -3.5314 3.2511
C 1.9586 -1.1970 -3.4309
C -3.4321 4.9027 -1.8373
C -0.3133 -1.7353 -3.9561
C 0.9301 -5.5812 1.6714
C -0.4321 2.6101 0.5251
C -3.3597 2.5796 -1.3600
C 0.8648 -3.6445 -0.3218
C 1.4367 -2.6388 -5.3500
C 0.5518 -3.2794 0.9872
C 3.7330 -1.8273 3.8803
C -2.1017 3.4355 -3.2424
C -3.8308 3.8364 -1.0301
C -0.4061 4.0751 0.1151
C 0.4727 4.3149 -1.1239
C 1.2285 -5.8954 0.3617
C 3.6208 -0.8634 4.8587
C 3.7803 -2.0886 -4.8636
C 1.2082 -4.9577 -0.6442
C 3.0044 -0.5769 -2.6879
C -4.0079 1.1673 0.6042
C -1.3453 -1.9228 4.3006
C 4.3297 -0.6966 -2.9906
C 0.5925 -4.2675 1.9759
C -1.4205 -2.0895 2.9178
C 2.5507 0.0028 4.9176
C -2.4391 -2.9024 2.4113
C 4.7281 -1.4716 -4.1029
C -2.8169 0.4016 -1.4300
C 1.1477 5.8472 0.5457
C 0.8555 5.7852 -0.9530
C -2.5071 2.3793 -2.4501
H 0.3547 -4.0101 3.0022
H -3.7768 5.9030 -1.6055
H 4.0646 -2.6802 -5.7291
H 0.7212 0.5845 3.9703
H -0.5659 -1.3046 4.7306
H -1.4221 3.2834 -4.0721
H -4.4805 3.9876 -0.1770
H 1.3653 3.6875 -1.0775
H -0.0735 4.0865 -2.0355
H 1.0886 6.8517 0.9637
H -4.1376 -4.1635 2.8535
H -2.2797 5.5553 -3.5211
H -3.3603 1.7194 1.2896
H 1.7125 6.0866 -1.5561
H 4.5900 -2.4897 3.8703
H 1.7792 -3.2542 -6.1764
H 5.7802 -1.5538 -4.3480
H -1.3622 0.6081 -2.8405
H -2.1844 -2.4334 6.2333
H -1.4384 4.3450 -0.1212
H -0.6288 -3.0340 -5.6639
H 0.0013 6.4214 -1.2046
H -1.3822 -1.6888 -3.7640
H 2.1471 5.4504 0.7385
H -2.5311 -3.0468 1.3421
H 5.0710 -0.1879 -2.3881
H -3.9453 0.1068 0.8397
H -5.0379 1.5077 0.7186
H 0.9600 -6.3518 2.4321
H 1.4502 -5.2401 -1.6624
H 0.3568 3.2304 2.0791
H 2.8158 -2.6787 2.1485
H 0.8173 -2.8983 -1.1051
H -0.5838 5.4733 1.6125
H 2.4998 0.7449 5.7054
*
```

Energy above the lowest of the compared OMol25 structures with the same formula, charge and spin, kJ/mol: 71.32